{
  "formula": "C29H37CeN5S",
  "method": "the ωB97M-V functional and the def2-TZVPD basis",
  "species": ["Ce", "N", "N", "C", "C", "C", "C", "H", "H", "H", "C", "C", "H", "H", "H", "C", "C", "H", "H", "H", "C", "H", "H", "H", "C", "H", "H", "H", "C", "H", "C", "H", "C", "H", "C", "H", "C", "C", "H", "C", "C", "H", "C", "H", "N", "C", "C", "C", "H", "C", "C", "H", "H", "H", "C", "H", "C", "C", "H", "H", "H", "C", "H", "H", "H", "N", "C", "N", "S", "H", "H", "H", "H"],
  "positions_angstrom": [[-0.19714, -0.84052, 0.57917], [0.74397, -2.76755, 4.80622], [-0.10528, -2.30865, -1.26494], [0.86162, 1.49654, 0.35708], [1.95770, 0.64711, 0.68674], [1.96879, 0.45727, 2.13842], [3.03484, -0.01322, 2.90640], [4.00782, -0.14542, 2.41833], [3.07529, -1.91350, 3.58739], [3.02128, 0.22128, 3.98019], [0.72205, 1.01515, 2.62454], [0.31958, 1.03739, 4.04547], [0.37742, 2.04788, 4.48273], [0.94766, 0.37681, 4.65012], [-0.71567, 0.68931, 4.17140], [0.09757, 1.71184, 1.57197], [-0.99306, 2.70096, 1.74949], [-1.96391, 2.23096, 1.95227], [-1.11248, 3.32664, 0.85834], [-0.78209, 3.37368, 2.59693], [3.05541, 0.19369, -0.19993], [3.92551, 0.85830, -0.09687], [2.76382, 0.20420, -1.25724], [3.39206, -0.82080, 0.05550], [0.69084, 2.23240, -0.92982], [-0.35759, 2.49362, -1.12279], [1.04956, 1.65138, -1.79022], [1.26733, 3.17451, -0.91272], [-0.39247, -3.31645, 5.27263], [-0.58924, -3.30327, 6.36938], [-1.32907, -3.93461, 4.43319], [-2.25858, -4.28159, 4.86849], [-1.10905, -4.00008, 3.03628], [-1.90423, -4.36391, 2.38347], [0.10986, -3.58278, 2.56376], [0.43438, -3.79650, 1.53276], [1.05283, -2.98845, 3.49658], [2.33649, -2.58470, 3.09553], [2.62558, -2.97223, 2.14810], [-0.46287, -1.09962, -1.75483], [0.45974, -3.07587, -2.31216], [0.86288, -4.07059, -2.12070], [0.39774, -2.33456, -3.45707], [0.70907, -2.56247, -4.46289], [-0.24833, -1.11642, -3.13796], [-0.30905, 0.03774, -3.95376], [0.78453, 0.44197, -4.75762], [0.67584, 1.68299, -5.40441], [1.48985, 1.98389, -6.04137], [-0.40805, 2.53146, -5.23459], [-0.53131, 3.81196, -5.97430], [-1.05083, 4.56751, -5.37575], [-1.11050, 3.68958, -6.89837], [0.43958, 4.22039, -6.26199], [-1.38312, 2.17886, -4.31310], [-2.19061, 2.83732, -4.05620], [-1.36103, 0.93575, -3.68247], [-2.37266, 0.61517, -2.63741], [-2.49440, -0.43830, -2.41150], [-3.33736, 0.99205, -2.98177], [-2.13294, 1.15877, -1.71293], [2.11877, -0.23369, -4.87834], [2.08737, -1.25819, -5.28029], [2.69412, -0.22068, -3.93741], [2.69171, 0.38308, -5.58956], [-3.90230, 0.93999, 3.01554], [-3.08316, -0.13059, 2.96602], [-2.56137, -0.55493, 4.14361], [-2.74528, -0.85438, 1.43723], [-4.30617, 1.27262, 3.88727], [-4.36115, 1.20454, 2.15306], [-2.04984, -1.43566, 4.17187], [-3.03823, -0.30637, 5.00975]],
  "forces_ev_per_angstrom": [[2.24, 0.11, 2.98], [-2.34, -0.57, 2.52], [0.84, -0.22, -2.03], [-0.93, 0.35, 0.78], [-0.86, -0.61, 0.83], [1.46, 0.63, 0.25], [-0.27, 1.98, -0.60], [-0.35, -0.14, 0.29], [-1.23, -1.31, -0.01], [0.09, -0.52, -0.45], [0.06, -0.62, -1.03], [-0.41, 0.04, 0.63], [0.05, -0.05, -0.01], [-0.06, 0.02, -0.12], [0.39, 0.27, 0.13], [1.12, -0.20, -1.13], [-0.59, 0.32, 0.03], [0.06, 0.18, 0.02], [-0.02, -0.07, 0.08], [-0.02, -0.15, -0.17], [0.26, 0.10, -0.19], [0.18, -0.10, -0.05], [0.03, -0.02, 0.02], [-0.02, 0.13, -0.02], [0.05, 0.38, -0.21], [0.18, -0.03, -0.04], [-0.11, 0.11, 0.11], [-0.09, -0.09, -0.14], [1.24, 0.57, -0.98], [0.26, 0.27, -0.77], [-1.12, 0.13, 0.44], [-0.05, -0.15, -0.06], [0.51, 0.20, 0.20], [0.31, -0.12, 0.05], [-0.66, -0.23, -0.37], [-0.22, 0.28, 0.37], [3.49, 1.04, -1.06], [-1.31, -1.12, 0.56], [0.41, 0.06, -1.08], [0.38, -1.03, -1.84], [-0.63, 0.89, 0.34], [-0.19, 0.41, -0.25], [-0.66, 0.10, 0.52], [-0.08, -0.04, 0.09], [1.23, -1.46, 0.98], [0.55, 0.95, 0.40], [-0.82, 0.59, 0.14], [-0.42, -0.58, 0.21], [0.17, 0.16, -0.19], [-0.11, -0.18, 0.46], [-0.04, 0.72, -0.42], [0.09, -0.09, -0.06], [0.06, -0.05, 0.11], [0.00, -0.03, 0.04], [0.22, -1.06, -0.04], [-0.26, 0.39, -0.08], [0.77, -0.36, -0.30], [-1.09, 0.69, -0.03], [0.05, 0.15, -0.06], [-0.18, 0.12, 0.02], [-0.03, -0.34, -0.09], [0.51, -0.08, -0.41], [0.05, 0.40, 0.27], [-0.40, -0.21, -0.18], [0.00, -0.42, 0.22], [-0.37, -0.17, 0.01], [0.35, -0.33, 0.59], [-1.08, -0.15, -0.83], [-1.70, 0.40, 1.20], [0.34, -0.12, -0.35], [0.20, -0.08, 0.27], [0.10, -0.07, -0.12], [0.41, 0.04, -0.40]],
  "homo_lumo_gap_ev": [2.91, 2.90],
  "total_charge": -1,
  "multiplicity": 2
}

{
  "formula": "C29H37F6GeN4O7S2SeTi",
  "method": "the ωB97M-V functional and the def2-TZVPD basis",
  "species": ["Ti", "C", "C", "O", "N", "C", "C", "C", "C", "C", "C", "N", "H", "H", "H", "H", "H", "H", "H", "H", "H", "H", "F", "C", "F", "F", "S", "O", "O", "N", "S", "O", "O", "C", "F", "F", "F", "C", "Ge", "C", "C", "C", "Se", "C", "H", "H", "H", "H", "H", "H", "H", "H", "H", "H", "H", "H", "H", "H", "C", "O", "C", "C", "C", "C", "C", "C", "N", "C", "C", "C", "C", "C", "C", "C", "O", "H", "H", "H", "H", "H", "H", "H", "H", "H", "H", "H", "H", "H"],
  "positions_angstrom": [[-1.19178, -0.23617, 0.63904], [-3.28584, 2.88211, -1.49721], [-2.51660, 1.60995, -1.56237], [-1.92571, 1.16973, -0.53338], [-2.46152, 0.92069, -2.68241], [-1.86593, -0.41997, -2.75643], [-0.36766, -0.42913, -2.54856], [0.48235, -0.41203, -3.64144], [1.85421, -0.47570, -3.44878], [2.33596, -0.55855, -2.15287], [1.43172, -0.56393, -1.10862], [0.10275, -0.49978, -1.28787], [-4.31102, 2.63692, -1.20694], [-3.31074, 3.39453, -2.45737], [-2.88054, 3.53081, -0.72467], [-2.95670, 1.27453, -3.48901], [-2.09734, -0.81299, -3.74293], [-2.34973, -1.05771, -2.01800], [0.06834, -0.36839, -4.64013], [2.52975, -0.47555, -4.29388], [3.39461, -0.63003, -1.94687], [1.78318, -0.62763, -0.08713], [-2.78758, 1.76511, 2.48835], [-2.91013, 1.14679, 3.67574], [-1.86952, 1.43940, 4.42434], [-4.03238, 1.47892, 4.24421], [-2.84475, -0.67906, 3.32074], [-1.57365, -0.70656, 2.48537], [-2.78566, -1.40463, 4.52558], [-4.07815, -1.03692, 2.42479], [-4.14342, -0.77206, 0.89200], [-4.54243, 0.53464, 0.48452], [-2.85556, -1.23988, 0.22592], [-5.38296, -1.99511, 0.22982], [-4.91579, -3.21538, 0.40027], [-5.47248, -1.71407, -1.05929], [-6.52370, -1.82881, 0.83722], [0.69373, -6.14935, 1.28280], [-0.45296, -5.38466, 2.65350], [-1.92365, -6.52553, 3.17050], [0.55787, -4.63199, 4.12315], [-1.38834, -3.78217, 1.83561], [-0.17112, -2.64746, 0.83977], [-0.46418, -3.50645, -0.86857], [1.41233, -6.82452, 1.74717], [1.26633, -5.38399, 0.75569], [0.11635, -6.72979, 0.56257], [-1.55632, -7.39905, 3.70826], [-2.46611, -6.87085, 2.29072], [-2.61165, -5.99094, 3.82528], [1.08441, -5.42150, 4.65863], [-0.10498, -4.12997, 4.82839], [1.30196, -3.91988, 3.76244], [-1.80567, -3.20064, 2.65497], [-2.19098, -4.06246, 1.15316], [-0.40154, -4.57524, -0.67939], [0.31388, -3.21270, -1.56642], [-1.45466, -3.24989, -1.23802], [2.09991, 5.86135, -4.45287], [1.98372, 4.91722, -3.36953], [3.11114, 4.31458, -2.92559], [4.35549, 4.39941, -3.53232], [5.42933, 3.71763, -2.98035], [5.28018, 2.94351, -1.83395], [4.04825, 2.86285, -1.21307], [2.97000, 3.55328, -1.75437], [1.63153, 3.54071, -1.25283], [1.05633, 3.06574, -0.20071], [1.67289, 2.59704, 1.02985], [2.67479, 3.35035, 1.64986], [3.15042, 3.00364, 2.90195], [2.63379, 1.89028, 3.55274], [1.63166, 1.13333, 2.96037], [1.14551, 1.50157, 1.72061], [0.16294, 0.72530, 1.17069], [2.80117, 6.65109, -4.18778], [1.10902, 6.28063, -4.58625], [2.41794, 5.35541, -5.36308], [4.49657, 4.99797, -4.41962], [6.39968, 3.79746, -3.45157], [6.12810, 2.42081, -1.41514], [3.93375, 2.26657, -0.32227], [1.02124, 4.00129, -1.93056], [-0.02899, 3.10102, -0.22555], [3.05620, 4.23498, 1.15581], [3.91511, 3.60542, 3.37252], [3.00250, 1.61440, 4.53136], [1.21150, 0.27011, 3.45967]],
  "forces_ev_per_angstrom": [[1.54, -0.30, -1.68], [-0.01, 0.00, -0.02], [-0.15, -0.09, 0.00], [0.02, 0.15, 0.48], [-0.01, -0.08, 0.00], [0.04, 0.08, 0.03], [-0.10, -0.04, 0.03], [0.02, 0.00, -0.02], [-0.01, 0.00, 0.01], [0.01, 0.00, -0.03], [0.02, 0.05, 0.02], [-0.23, 0.03, 0.18], [0.00, -0.03, 0.01], [-0.01, 0.00, 0.01], [0.04, 0.00, -0.02], [0.01, 0.02, 0.01], [0.00, -0.02, 0.01], [-0.03, -0.02, -0.05], [-0.01, 0.00, 0.00], [0.00, -0.01, -0.01], [0.00, 0.01, 0.01], [-0.02, -0.01, 0.01], [0.00, 0.01, -0.04], [0.01, -0.10, -0.05], [0.01, 0.05, 0.08], [-0.05, -0.03, 0.04], [0.01, -0.06, -0.27], [-0.76, 0.26, 0.76], [0.06, -0.01, -0.04], [0.12, 0.03, 0.08], [-0.08, -0.03, -0.36], [-0.04, -0.14, 0.00], [-1.01, 0.22, 0.28], [0.13, -0.10, 0.15], [0.00, -0.02, 0.04], [-0.03, -0.02, -0.04], [-0.03, 0.04, 0.02], [0.04, -0.07, -0.04], [-0.04, 0.09, -0.10], [-0.06, -0.06, 0.05], [0.05, 0.03, 0.07], [-0.06, 0.02, 0.02], [0.16, -0.19, 0.15], [-0.03, -0.01, -0.12], [-0.01, -0.01, 0.00], [0.05, -0.02, 0.01], [0.01, 0.02, -0.03], [0.01, 0.00, 0.00], [-0.02, -0.01, 0.01], [-0.01, -0.02, 0.00], [0.01, 0.01, 0.01], [0.01, 0.00, 0.01], [0.01, 0.00, 0.02], [0.06, 0.00, 0.00], [-0.01, 0.05, -0.02], [0.00, 0.01, -0.01], [0.00, 0.01, 0.00], [0.00, -0.03, -0.01], [-0.01, -0.01, -0.01], [0.10, -0.02, 0.07], [-0.07, 0.16, -0.07], [0.09, -0.02, 0.01], [-0.04, 0.05, -0.03], [-0.05, -0.01, 0.06], [0.01, -0.08, -0.04], [-0.19, 0.13, 0.16], [0.15, -0.12, -0.16], [-0.01, 0.01, 0.19], [-0.02, 0.05, -0.15], [0.13, 0.04, 0.02], [-0.02, 0.04, -0.08], [-0.06, -0.05, -0.01], [0.10, 0.06, 0.17], [-0.17, -0.43, 0.21], [0.42, 0.69, 0.07], [0.00, 0.00, 0.01], [0.00, -0.01, -0.01], [-0.01, 0.00, -0.01], [-0.01, -0.01, -0.01], [0.00, -0.01, 0.00], [0.00, -0.01, -0.01], [-0.01, -0.02, 0.07], [-0.01, -0.05, -0.04], [0.00, -0.02, -0.04], [0.02, -0.01, -0.02], [0.00, 0.01, 0.00], [0.01, -0.01, 0.00], [0.02, -0.01, -0.01]],
  "homo_lumo_gap_ev": 6.65,
  "total_charge": 3,
  "de_lowest_kcal_mol": 15.0
}